Below is 15 unconnected molecules or ions with the total composition C51H88N2O17, with properties calculated with ωB97M-V/def2-TZVPD.

Output
HOMO = -9.505 eV
LUMO level = -0.56 eV

Structure (XYZ):
```
158
Properties=species:S:1:pos:R:3:forces:R:3:lowdin_charge:R:1
C -0.76905 1.29930 -0.08457 -0.25 0.86 0.00 -0.075
C -0.60385 0.70877 1.15593 -0.68 0.29 -0.36 -0.070
C -0.05179 -0.52642 1.17315 0.50 -2.02 0.43 -0.020
C 0.38922 -1.17073 0.01136 0.06 -0.08 1.78 -0.132
C 0.31476 -0.53925 -1.19310 -0.18 -0.16 -1.01 -0.012
C -0.29916 0.70085 -1.23043 -0.12 0.18 -0.18 -0.071
N 1.00764 -2.52396 0.16787 1.27 0.28 -2.18 -0.328
O 1.66830 -2.88094 -0.83094 -1.05 0.13 1.58 0.045
O 0.91328 -3.14828 1.19667 -0.27 0.32 -0.18 0.091
H -1.29741 2.23614 -0.18252 0.03 0.16 0.09 0.107
H -1.02209 1.09324 2.07443 0.10 0.35 -0.09 0.114
H -0.03621 -1.07716 2.10204 0.28 -0.11 0.05 0.119
H 0.61584 -1.00162 -2.12152 0.22 -0.16 0.15 0.122
H -0.46028 1.20028 -2.17435 0.10 -0.05 -0.11 0.108
C -2.62749 11.49444 3.29118 0.50 1.16 0.75 -0.072
C -2.72212 10.12261 3.19272 0.09 0.05 -0.22 -0.083
C -1.89357 9.30142 3.93346 0.32 -0.08 1.76 0.003
C -1.02038 9.86090 4.90868 -1.50 -0.24 -1.61 -0.113
C -0.89012 11.24942 4.94385 0.51 -0.02 0.10 -0.016
C -1.66393 12.07735 4.13023 -0.44 -1.26 0.41 -0.058
N -0.34126 8.97627 5.89139 2.10 1.84 0.26 -0.369
O -0.52846 7.80816 5.98900 -1.66 -1.79 -0.90 0.100
O 0.52067 9.51576 6.56846 -0.12 0.96 0.04 0.059
H -3.34345 12.14375 2.80931 0.01 -0.07 -0.30 0.105
H -3.49673 9.70866 2.56423 0.11 -0.22 -0.08 0.109
H -2.05578 8.23382 3.91503 0.22 -0.11 -0.03 0.114
H -0.17383 11.74942 5.57892 0.00 -0.36 0.35 0.115
H -1.57986 13.13013 4.35610 -0.13 0.15 -0.57 0.106
C 5.78667 -0.41000 -6.32754 -0.59 -0.35 -0.14 -0.031
C 6.37597 0.84418 -5.80072 1.68 0.78 0.50 -0.500
O 7.55085 1.14842 -5.97704 -1.32 -0.38 0.10 0.054
C 5.44941 1.73655 -5.01336 -0.19 0.86 0.09 -0.034
H 6.52779 -1.20312 -6.42641 -0.14 0.09 0.05 0.090
H 5.32537 -0.22005 -7.29666 0.19 0.10 -0.25 0.092
H 4.93482 -0.67874 -5.70285 0.17 -0.40 0.15 0.080
H 4.53062 1.89083 -5.57914 -0.12 0.01 -0.06 0.082
H 5.89826 2.70814 -4.80686 0.18 -0.04 -0.34 0.081
H 5.14061 1.38846 -4.02767 0.13 -0.66 -0.11 0.085
C 8.43773 -8.08654 -3.74608 0.89 0.23 -1.56 -0.018
C 8.45143 -8.82098 -5.08151 -0.88 -0.52 0.39 -0.515
O 9.23223 -8.55883 -5.95694 0.42 0.34 -0.11 0.075
C 7.44100 -9.91356 -5.28669 -0.60 -0.39 -0.79 -0.034
H 9.27488 -7.41373 -3.93215 0.17 0.11 0.89 0.079
H 8.61230 -8.81706 -2.95616 -0.20 0.38 0.23 0.084
H 7.55123 -7.45997 -3.64805 -0.19 -0.42 0.29 0.084
H 7.60954 -10.81182 -4.69271 0.15 0.17 0.26 0.084
H 7.45496 -10.21341 -6.33454 0.22 -0.05 0.01 0.080
H 6.41835 -9.57960 -5.11128 0.02 0.16 0.39 0.081
C 5.94719 -9.51395 3.50329 0.94 -0.65 -0.29 -0.021
C 5.95830 -10.95163 2.97699 -2.62 3.56 -2.82 -0.528
O 6.09234 -11.87415 3.66110 1.33 -3.71 2.94 0.110
C 5.37658 -11.15328 1.55467 0.77 0.15 0.15 -0.023
H 6.38080 -9.48841 4.50301 -0.14 0.02 -0.04 0.079
H 4.91564 -9.16192 3.51307 0.11 0.12 -0.09 0.084
H 6.56980 -8.92907 2.82627 -0.24 0.41 0.04 0.078
H 4.48401 -10.53998 1.43115 -0.13 -0.16 0.09 0.074
H 5.18737 -12.21969 1.43192 -0.20 0.16 -0.02 0.076
H 6.05602 -10.84028 0.76189 0.19 0.09 0.05 0.071
C 5.87525 7.17075 3.77706 0.46 1.36 -0.03 -0.034
C 5.74694 5.95912 2.94001 -1.17 -0.60 -0.34 -0.521
O 6.40882 5.70589 1.96377 0.36 0.28 0.09 0.077
C 4.62938 5.03369 3.36398 -0.33 -0.59 -0.52 -0.030
H 4.96769 7.76354 3.89138 -0.51 -0.64 0.11 0.085
H 6.52317 7.91462 3.31341 0.66 -0.39 0.24 0.085
H 6.19173 6.84772 4.76882 0.19 0.30 0.08 0.094
H 3.68133 5.56187 3.46551 0.09 0.22 0.20 0.080
H 4.82607 4.50434 4.29629 0.12 0.15 0.09 0.085
H 4.48029 4.29763 2.57399 0.14 -0.10 0.09 0.080
C -7.05577 -3.95396 -3.52160 0.06 -0.24 -0.01 -0.031
C -6.11180 -3.33078 -2.49840 1.51 -0.88 -0.57 -0.471
O -5.18790 -3.99753 -2.02977 -1.63 1.16 -0.45 0.043
C -6.26583 -1.84522 -2.23182 -0.58 -0.94 0.40 -0.023
H -7.50195 -3.23934 -4.21322 0.41 0.18 -0.08 0.071
H -7.93063 -4.45690 -3.10956 0.17 -0.10 0.52 0.083
H -6.46265 -4.70677 -4.04082 -0.20 0.02 -0.16 0.082
H -5.45983 -1.24870 -2.65918 0.05 -0.18 0.16 0.089
H -6.28156 -1.81607 -1.14233 0.12 0.68 0.02 0.087
H -7.22748 -1.53448 -2.64019 0.11 0.30 0.16 0.069
C -5.88296 6.59943 -4.54673 0.17 0.12 0.66 -0.037
C -6.04416 8.03990 -4.97430 -0.16 1.12 0.65 -0.467
O -6.12778 8.94083 -4.12752 0.07 -1.79 -1.95 0.039
C -5.94722 8.28865 -6.48738 0.17 1.00 1.16 -0.025
H -4.80910 6.42370 -4.48333 0.23 0.08 0.15 0.088
H -6.23304 5.79578 -5.19456 -0.41 0.41 -0.18 0.080
H -6.28794 6.52579 -3.53743 0.02 -0.28 -0.08 0.082
H -5.85381 9.36498 -6.63198 -0.04 0.00 -0.08 0.076
H -6.82666 7.95178 -7.03620 0.21 -0.37 0.06 0.083
H -5.00960 7.83069 -6.80239 -0.24 -0.27 -0.38 0.081
C -8.60966 5.62296 3.66506 0.61 0.48 -0.43 -0.033
C -8.53833 4.28370 2.99160 -1.47 -0.39 -0.58 -0.509
O -7.54375 3.62108 2.96744 0.60 -0.50 0.07 0.079
C -9.82830 3.92281 2.21979 0.46 0.33 0.23 -0.025
H -9.22378 6.29952 3.07075 -0.27 -0.02 0.22 0.079
H -7.59841 6.02846 3.63284 0.01 0.02 0.44 0.084
H -8.97971 5.55982 4.68838 -0.01 -0.02 -0.07 0.092
H -10.67682 4.35699 2.74854 -0.11 -0.07 -0.17 0.073
H -10.02912 2.88753 1.94417 0.43 -0.06 0.44 0.077
H -9.69505 4.45442 1.27759 -0.24 0.23 -0.14 0.084
C 8.79242 -1.39553 4.90043 0.39 0.55 0.89 -0.029
C 7.55836 -1.30405 4.01477 -0.88 -1.78 -0.19 -0.481
O 6.40665 -1.36680 4.40537 0.93 0.53 0.76 0.056
C 7.75491 -1.41591 2.52360 -0.12 0.25 0.19 -0.032
H 9.62213 -0.79113 4.53383 -0.12 0.14 -0.20 0.075
H 9.23464 -2.37738 5.06930 -0.42 -0.50 -0.86 0.083
H 8.63260 -1.12459 5.94404 -0.55 0.51 -0.13 0.077
H 8.01610 -2.44511 2.27739 0.62 0.03 0.10 0.088
H 8.50398 -0.69047 2.20623 -0.03 -0.25 -0.48 0.081
H 6.77363 -1.30420 2.06242 0.19 0.53 -0.08 0.082
C -1.97960 0.61215 -10.88751 0.62 -0.19 0.56 -0.019
C -0.93471 1.10034 -9.84372 -0.26 -1.95 -0.71 -0.488
O -0.30764 0.31125 -9.15349 -0.65 0.63 -0.76 0.057
C -0.79162 2.55323 -9.63182 1.07 0.78 0.91 -0.038
H -1.89281 1.11670 -11.84979 -0.04 0.27 0.17 0.074
H -2.97200 0.77075 -10.46554 -0.09 0.27 -0.09 0.078
H -1.89993 -0.45895 -11.07327 0.25 0.04 0.21 0.075
H -1.67959 2.89411 -9.09945 -0.06 0.32 -0.20 0.092
H -0.50952 3.20901 -10.45552 -0.67 -0.33 -0.43 0.087
H 0.06504 2.63394 -8.96270 -0.16 0.16 0.34 0.083
C -2.75977 0.50598 9.04681 0.88 0.07 -0.36 -0.037
C -3.39721 0.17574 10.38128 1.79 -1.13 2.25 -0.442
O -2.71129 0.27152 11.42090 -1.96 0.08 -2.35 0.031
C -4.77019 -0.49665 10.37641 0.06 0.61 -0.19 -0.029
H -2.85372 -0.28064 8.29812 -0.71 -0.06 0.04 0.078
H -1.67663 0.56104 9.15579 0.00 0.16 0.53 0.079
H -3.02684 1.46018 8.59263 -0.51 -0.05 0.14 0.082
H -5.47991 0.23235 9.98530 -0.20 0.04 -0.05 0.079
H -5.13377 -0.85033 11.34120 0.42 0.25 0.08 0.079
H -4.79747 -1.33373 9.67880 0.24 0.02 -0.10 0.079
C -1.01550 -13.56880 -1.29454 0.46 -0.75 -0.07 -0.031
C -0.93793 -12.32829 -2.11591 0.31 -0.42 -2.86 -0.492
O -0.96644 -12.40460 -3.35997 0.07 0.24 2.63 0.031
C -0.88045 -11.02347 -1.41483 0.37 0.42 0.35 -0.026
H -0.04421 -14.06243 -1.26252 0.38 0.16 -0.28 0.090
H -1.62911 -14.26856 -1.86190 -0.34 -0.06 0.53 0.090
H -1.23204 -13.43052 -0.23526 -0.65 0.05 -0.25 0.078
H -0.80679 -11.16683 -0.33681 -0.55 0.17 0.00 0.074
H -1.76914 -10.49414 -1.75854 0.00 0.30 0.45 0.097
H -0.00430 -10.42336 -1.66046 -0.04 -0.10 -0.50 0.090
C -4.73733 -9.10515 5.56505 0.50 -0.22 -0.41 -0.027
C -3.63539 -8.18145 6.06700 -0.36 -0.58 -0.19 -0.502
O -4.00678 -7.14873 6.54860 0.29 0.91 0.58 0.068
C -2.17126 -8.51647 5.86111 0.14 0.65 0.05 -0.021
H -5.37502 -8.51288 4.90879 -0.12 0.07 0.20 0.083
H -5.31498 -9.43721 6.42768 -0.03 -0.08 -0.13 0.084
H -4.38569 -9.94657 4.96798 0.08 -0.16 0.26 0.070
H -2.06902 -8.71054 4.79340 0.32 -0.34 0.03 0.082
H -1.74069 -9.30677 6.47603 -0.56 -0.49 -0.23 0.083
H -1.55249 -7.65765 6.12119 -0.26 0.26 -0.16 0.079
C -0.22864 10.99197 -3.30909 -0.09 -0.13 0.91 -0.027
C 0.18394 9.77622 -4.05468 -0.28 -0.26 -0.90 -0.526
O 0.18079 8.69609 -3.51112 0.26 -0.05 0.02 0.070
C 0.40850 9.90614 -5.53370 0.26 -0.50 -0.39 -0.027
H -1.16233 11.34938 -3.74335 -0.12 0.03 0.16 0.089
H 0.45861 11.83686 -3.26511 0.20 -0.21 -0.24 0.087
H -0.36666 10.55531 -2.31997 -0.35 0.74 0.27 0.085
H 1.30254 10.49359 -5.74274 0.00 0.09 -0.01 0.086
H -0.43632 10.37880 -6.03466 -0.03 0.21 0.16 0.082
H 0.52285 8.90983 -5.96075 0.14 0.06 0.02 0.081
```
Positions in Å, forces in eV/Å.